20
Properties=species:S:1:pos:R:3:forces:R:3:nbo_charge:R:1 method="wB97M-V/def2-TZVPD" smiles="NC(N)=O.O.O.O.O" fmax_ev_per_a=2.13 charge=0 homo_energy_ha=-0.370
N -1.277062 -0.665084 1.515539 -0.676 -0.696 0.458 -0.81
C -0.016000 -0.980948 1.877912 1.338 1.467 0.176 0.78
N 0.394711 -0.504090 3.109575 -0.534 -0.198 0.307 -0.85
O 0.812944 -1.467758 1.114416 -0.376 -0.676 -0.155 -0.71
H -1.628523 -1.094861 0.674872 0.199 0.342 -0.239 0.43
H -1.980069 -0.479747 2.209629 0.131 0.018 0.163 0.38
H -0.131107 0.173452 3.632979 -0.187 -0.106 -0.159 0.38
H 1.347577 -0.614573 3.399823 0.113 -0.168 -0.385 0.41
O -0.452744 5.963955 -2.958543 -0.497 -1.885 0.849 -0.97
H -0.635582 6.598535 -3.632358 0.645 1.050 -0.049 0.49
H 0.231571 6.115848 -2.297034 -0.151 0.832 -0.800 0.49
O 1.622019 -4.172533 0.376433 -0.032 -0.227 -0.133 -0.96
H 1.379340 -4.839591 1.028541 -0.067 0.263 -0.104 0.46
H 1.027072 -3.417845 0.498754 0.196 0.024 0.257 0.49
O -1.522290 0.153990 -1.099260 -0.594 -1.183 0.644 -1.01
H -0.621065 0.080320 -1.447089 -0.241 0.743 -0.596 0.51
H -2.026143 0.934073 -1.298908 0.514 0.507 -0.490 0.48
O 0.942157 -0.306261 -2.193263 0.004 0.258 0.326 -0.97
H 1.236725 -0.637946 -3.046705 0.072 -0.254 0.337 0.49
H 1.296469 -0.838935 -1.465314 0.145 -0.112 -0.407 0.50

---

123
Properties=species:S:1:pos:R:3:forces:R:3:mulliken_charge:R:1 method="wB97M-V/def2-TZVPD" fmax_ev_per_a=1.94 charge=-1 homo_energy_ha=-0.166
C -0.089557 8.347778 -1.320186 0.203 -0.159 0.146 -1.48
C -0.183191 7.184037 -0.349970 0.183 -0.235 -0.323 -0.79
C -0.804963 5.945055 -0.992990 -0.463 0.369 0.280 0.64
C -2.214721 6.223642 -1.494633 0.041 -0.129 -0.160 -1.77
C -0.770784 4.676202 -0.073852 1.172 0.132 0.257 1.60
C 0.198350 3.679556 -0.718653 -0.752 -0.248 0.034 -2.21
C -0.213980 3.105443 -2.062010 0.724 -0.184 0.265 1.46
C 0.946886 2.929060 -3.042861 -0.346 0.242 -0.121 -1.64
F -0.734094 1.818698 -1.802415 -0.180 0.210 -0.328 -0.07
C -0.222749 4.893321 1.347446 -0.673 -0.548 0.016 -1.33
O -1.268362 5.489617 2.056979 -0.184 0.015 -0.302 -0.69
B -2.491429 4.900244 1.448467 0.871 1.529 -0.824 1.11
I -3.451110 3.518640 2.947301 -0.345 -0.555 0.304 -0.37
O -2.044205 4.176648 0.228512 -0.154 -0.215 0.198 -0.72
H 0.386698 9.201498 -0.850188 -0.020 0.288 0.092 0.44
H -1.057745 8.634376 -1.706209 -0.243 0.192 -0.069 0.31
H 0.541729 8.060972 -2.157604 0.047 -0.022 -0.301 0.33
H -0.720051 7.444502 0.555195 -0.132 0.049 0.188 0.39
H 0.834851 6.919301 -0.075131 0.225 0.068 0.289 0.33
H -0.200100 5.765018 -1.883239 0.206 -0.281 -0.155 0.22
H -2.728962 5.289718 -1.674157 -0.214 -0.117 -0.107 0.33
H -2.796940 6.768169 -0.762240 -0.137 0.106 0.222 0.32
H -2.208849 6.786561 -2.421532 0.032 0.166 -0.205 0.42
H 1.157477 4.180109 -0.785428 0.235 0.208 -0.136 0.28
H 0.339045 2.834650 -0.051716 0.019 -0.246 0.125 0.56
H -1.005414 3.688863 -2.517315 -0.338 0.000 -0.003 -0.28
H 1.840479 3.432936 -2.698651 0.218 0.076 0.099 0.41
H 0.689290 3.347270 -4.012400 0.020 -0.036 -0.202 0.33
H 1.167495 1.876996 -3.168916 0.076 -0.254 -0.004 0.34
H 0.731242 5.404668 1.415246 0.064 0.348 0.161 0.32
H -0.126273 3.870880 1.730344 0.539 -0.150 0.124 0.64
H -3.222848 5.838977 1.175767 -0.503 -0.485 0.356 -0.38
C -2.149761 -0.086132 0.040960 0.003 -0.157 0.116 -0.34
C -2.534921 -1.517722 -0.330324 -0.158 0.172 0.080 0.29
C -4.055313 -1.429765 -0.340029 -0.015 0.129 0.086 -0.73
O -4.385164 -0.098979 -0.730994 0.043 -0.048 -0.013 -0.50
C -3.202587 0.724928 -0.692214 -0.068 0.011 -0.090 0.22
H -1.136745 0.184509 -0.250668 -0.037 0.000 0.001 0.23
H -2.247758 0.063520 1.118919 -0.004 0.030 -0.004 0.45
H -2.164998 -1.760621 -1.329083 -0.265 -0.112 0.257 -0.23
H -2.159764 -2.269046 0.358262 -0.038 -0.071 0.006 0.26
H -4.466322 -1.612353 0.661017 0.021 -0.062 -0.004 0.30
H -4.518380 -2.133374 -1.036565 -0.032 0.011 -0.010 0.28
H -2.894571 0.933531 -1.719792 0.002 -0.006 -0.006 0.01
H -3.422266 1.669530 -0.197756 -0.082 0.016 0.016 -0.02
C -0.291386 -2.911339 -4.679204 -0.051 -0.048 0.058 -0.53
C -1.085809 -1.618817 -4.500386 0.067 0.010 -0.046 -0.69
C -0.443077 -1.030266 -3.251975 0.001 -0.160 -0.006 1.48
O 0.927400 -1.460106 -3.270435 0.045 0.010 -0.061 -0.51
C 1.105111 -2.473169 -4.255751 -0.022 0.102 -0.033 -0.49
H -0.318313 -3.309999 -5.693110 0.007 0.016 -0.016 0.42
H -0.668684 -3.679058 -3.999575 0.005 0.007 0.023 0.14
H -0.926461 -0.957936 -5.356088 -0.009 0.004 -0.002 0.35
H -2.157296 -1.774534 -4.385156 -0.016 -0.014 0.027 0.41
H -0.916466 -1.415966 -2.344351 0.240 0.098 -0.263 -1.03
H -0.478891 0.053198 -3.219894 0.041 0.075 0.029 -0.37
H 1.659780 -2.049644 -5.102083 0.004 -0.053 -0.025 0.37
H 1.696217 -3.285748 -3.828927 0.025 -0.002 0.028 0.26
C 1.421740 -4.138071 0.391194 -0.173 -0.012 -0.024 -0.29
C 1.038782 -5.567858 0.018592 0.035 0.046 -0.095 -0.75
C -0.480484 -5.484577 0.009363 -0.096 0.045 0.106 -0.20
O -0.815727 -4.154315 -0.384631 0.148 -0.043 -0.030 -0.44
C 0.361456 -3.327854 -0.342784 0.058 -0.194 -0.215 0.27
H 2.432616 -3.863386 0.106507 0.044 0.029 0.023 0.35
H 1.326277 -3.994582 1.467384 0.043 0.000 0.035 0.02
H 1.410669 -5.809017 -0.980955 -0.007 -0.003 -0.003 0.32
H 1.414948 -6.319128 0.712423 -0.011 0.008 0.026 0.34
H -0.893365 -5.662543 1.007732 0.069 -0.091 0.016 -0.05
H -0.940106 -6.188305 -0.688486 -0.044 0.024 -0.009 0.39
H 0.665759 -3.107967 -1.372528 0.033 0.066 0.090 -0.22
H 0.126983 -2.386834 0.154115 -0.076 0.011 -0.010 0.18
C 4.084257 -2.952134 4.560349 -0.040 -0.104 0.008 -0.70
C 5.361663 -3.551380 3.977927 0.041 0.053 -0.064 0.07
C 4.862231 -4.106744 2.649813 -0.089 -0.038 0.069 -0.56
O 3.796086 -3.253166 2.233715 0.119 0.007 0.082 -0.32
C 3.412471 -2.395608 3.312446 0.042 0.061 -0.034 -0.39
H 4.263798 -2.189158 5.316075 0.027 0.020 -0.010 0.35
H 3.466446 -3.735732 5.005697 -0.016 0.012 -0.005 0.31
H 6.095579 -2.762562 3.810844 0.010 -0.008 0.026 -0.29
H 5.817324 -4.313879 4.609037 -0.020 -0.015 0.010 0.41
H 4.471950 -5.125541 2.763494 0.039 -0.008 0.004 0.26
H 5.631034 -4.117248 1.875196 -0.016 0.012 -0.029 0.33
H 3.760199 -1.380726 3.093901 -0.015 0.018 0.038 0.25
H 2.324092 -2.378594 3.382229 -0.008 -0.010 -0.045 0.30
C -5.272176 3.597249 -5.348838 -0.036 -0.051 0.049 -0.59
C -6.334397 4.679872 -5.167558 0.033 0.037 -0.055 -0.58
C -5.872187 5.345568 -3.876352 -0.007 -0.100 0.076 -0.49
O -4.451648 5.226449 -3.851872 -0.012 0.050 -0.090 -0.29
C -4.020458 4.312139 -4.855110 0.009 0.048 -0.010 -0.11
H -5.177024 3.239138 -6.373484 -0.002 0.020 -0.015 0.37
H -5.495002 2.742634 -4.707119 0.014 0.000 0.011 0.25
H -6.292689 5.390409 -5.997004 0.001 0.005 0.004 0.26
H -7.350391 4.292791 -5.101514 0.001 -0.022 0.017 0.34
H -6.281180 4.835984 -2.997950 -0.039 0.010 -0.011 0.31
H -6.141114 6.401123 -3.818857 0.032 0.018 0.010 0.28
H -3.539978 4.876601 -5.663848 0.004 -0.046 -0.030 0.24
H -3.284581 3.632352 -4.423130 0.009 0.014 0.038 0.02
C -4.171115 -6.680091 4.616004 -0.014 0.069 -0.019 -0.52
C -4.411106 -7.046015 3.152536 0.024 -0.071 0.038 -0.61
C -3.143095 -6.519044 2.494055 -0.028 0.114 0.026 -0.24
O -2.105244 -6.635187 3.471737 0.000 -0.045 -0.013 -0.37
C -2.672642 -6.919493 4.749760 -0.003 -0.069 -0.038 -0.47
H -4.756142 -7.271151 5.319278 -0.001 -0.021 -0.005 0.34
H -4.401534 -5.625949 4.781287 0.006 0.005 0.002 0.27
H -4.473235 -8.131251 3.041937 0.005 0.000 -0.005 0.27
H -5.315031 -6.608502 2.732432 -0.001 0.030 0.006 0.35
H -3.245897 -5.464683 2.218062 -0.037 -0.014 -0.043 0.22
H -2.858927 -7.081452 1.604297 0.040 -0.009 0.006 0.26
H -2.459924 -7.964383 5.004676 -0.025 0.006 0.041 0.27
H -2.203048 -6.279383 5.497261 0.030 0.015 -0.017 0.26
C 8.889512 0.927598 4.018495 0.062 -0.039 0.045 -0.53
C 9.288560 -0.042992 2.909144 -0.066 0.027 -0.044 -0.58
C 8.874616 -1.380974 3.507586 0.024 -0.004 0.061 -0.32
O 7.746315 -1.116092 4.342898 0.068 0.066 0.009 -0.37
C 7.602176 0.295450 4.529870 -0.066 0.000 -0.074 -0.44
H 8.747401 1.951341 3.677057 -0.014 0.002 -0.023 0.34
H 9.647674 0.931705 4.804803 -0.005 0.002 0.006 0.25
H 8.709926 0.161958 2.006296 -0.002 -0.008 -0.004 0.28
H 10.345846 -0.006793 2.651303 0.015 0.002 0.020 0.34
H 9.674563 -1.806737 4.123425 0.029 0.003 -0.037 0.27
H 8.592405 -2.115777 2.752078 -0.033 -0.020 0.018 0.24
H 6.736044 0.638178 3.954739 0.007 0.039 0.010 0.27
H 7.417259 0.496265 5.585210 -0.012 -0.043 0.016 0.27